[1]
{"formula": "H6O3", "method": "wB97M-V/def2-TZVPD", "multiplicity": 1, "energy_ev": -6238.5976, "homo_ev": -10.27, "e_above_lowest_ev": 1.656, "symbols": ["O", "H", "H", "O", "H", "H", "O", "H", "H"], "positions_angstrom": [[-0.7403, -1.0124, -0.1562], [0.0528, -0.6599, -0.5598], [-0.7131, -1.9490, -0.3517], [-0.4761, 0.5687, 1.2143], [-0.9881, 1.3141, 0.9004], [-0.8298, -0.1828, 0.7386], [1.1342, 0.3546, -0.8429], [1.3774, 1.2559, -1.0547], [1.1830, 0.3109, 0.1120]], "forces_ev_per_angstrom": [[-1.207, -4.858, -3.172], [0.218, 0.467, -0.977], [-0.411, -0.407, 0.093], [0.801, 3.895, 3.151], [0.004, 0.380, 0.211], [-0.812, -0.299, 0.974], [1.509, 0.171, -0.943], [-0.073, 0.147, -0.200], [-0.027, 0.505, 0.863]]}

***

[2]
{"formula": "C6H14O", "method": "wB97M-V/def2-TZVPD", "multiplicity": 1, "energy_ev": -8490.6445, "homo_ev": -7.98, "e_above_lowest_ev": 6.248, "symbols": ["C", "O", "C", "C", "C", "C", "C", "H", "H", "H", "H", "H", "H", "H", "H", "H", "H", "H", "H", "H", "H"], "positions_angstrom": [[0.3435, -1.3833, 1.6666], [1.0020, -1.9852, 2.4926], [0.8667, -0.5594, 0.6057], [-0.0667, 0.1668, -0.1687], [0.4790, 0.2637, -1.5853], [-0.4788, 1.5560, 0.4213], [-1.6351, 2.1392, -0.3768], [1.9312, -0.4230, 0.4533], [-0.7471, -1.5747, 1.6190], [2.9465, -4.2205, 0.4687], [-1.9556, -0.7720, -0.3776], [2.2878, -3.9491, 0.6832], [-1.1456, -0.5591, -0.1456], [1.3847, 0.8723, -1.4996], [-0.1548, 0.7797, -2.2999], [0.7749, -0.7037, -1.9767], [0.4968, 2.0105, 0.2448], [-0.6223, 1.4459, 1.4912], [-2.5409, 1.5625, -0.2067], [-1.3098, 2.1638, -1.4108], [-1.8562, 3.1695, -0.0986]], "forces_ev_per_angstrom": [[0.699, 0.179, 0.381], [0.135, -0.160, 0.231], [-1.837, 0.182, 0.827], [4.368, 1.427, -0.017], [0.092, 0.707, -0.122], [-0.921, -1.739, -0.779], [0.598, 0.647, 0.651], [0.008, -1.007, -0.639], [-0.118, 0.180, 0.001], [-0.073, 0.016, -0.004], [0.557, 0.090, 0.195], [0.075, -0.004, 0.013], [-2.286, -0.961, -0.380], [0.062, -0.043, -0.158], [-0.181, -0.127, -0.070], [-0.148, -0.085, -0.005], [-0.303, 0.689, 0.178], [-0.185, 0.195, 0.127], [-0.049, -0.126, -0.314], [-0.517, -0.073, -0.242], [0.026, 0.015, 0.125]]}

***

[3]
{"formula": "C29H29AuF5N4S", "method": "wB97M-V/def2-TZVPD", "multiplicity": 3, "s_squared": 2.0270, "charge": 1, "energy_ev": -64609.9591, "homo_ev": [-10.60, -10.55], "e_above_lowest_ev": 0.087, "symbols": ["Au", "C", "C", "C", "C", "C", "C", "C", "N", "C", "C", "C", "C", "C", "C", "C", "N", "C", "C", "C", "C", "H", "H", "H", "H", "H", "H", "H", "H", "H", "H", "H", "H", "H", "H", "H", "H", "H", "H", "H", "H", "H", "H", "H", "H", "F", "C", "C", "C", "F", "C", "F", "C", "F", "C", "F", "C", "C", "C", "C", "N", "C", "S", "N", "H", "H", "H", "H", "H"], "positions_angstrom": [[0.4781, -0.0286, -0.3813], [-1.2929, -5.5645, 3.7265], [-2.1826, -4.3244, 3.9233], [-3.6338, -4.7157, 3.6380], [-2.0823, -3.8382, 5.3762], [-1.6813, -3.2430, 2.9798], [-2.4442, -2.7333, 1.9345], [-1.8827, -1.8116, 1.0678], [-0.6355, -1.3752, 1.1907], [0.1130, -1.8101, 2.2116], [-0.3891, -2.7364, 3.1135], [1.4733, -1.2308, 2.3443], [2.4331, -1.7705, 3.1918], [3.6821, -1.1749, 3.3238], [3.9036, -0.0165, 2.5828], [2.9158, 0.4550, 1.7397], [1.7321, -0.1395, 1.6149], [4.7874, -1.7551, 4.1938], [4.2880, -2.9080, 5.0668], [5.3691, -0.6621, 5.1026], [5.8882, -2.2778, 3.2540], [-1.6245, -6.3626, 4.3919], [-0.2465, -5.3491, 3.9452], [-1.3608, -5.9248, 2.6982], [-3.9324, -5.5032, 4.3295], [-3.7547, -5.1037, 2.6252], [-4.3117, -3.8724, 3.7805], [-2.4860, -4.6005, 6.0432], [-2.6588, -2.9230, 5.5196], [-1.0510, -3.6461, 5.6748], [-3.4686, -3.0385, 1.7825], [-2.4523, -1.4090, 0.2385], [0.2284, -3.0506, 3.9429], [2.2017, -2.6674, 3.7457], [4.8410, 0.5180, 2.6409], [3.0726, 1.3388, 1.1383], [3.4761, -2.5855, 5.7218], [5.1029, -3.2674, 5.6944], [3.9459, -3.7480, 4.4594], [4.5890, -0.1894, 5.7015], [5.8787, 0.1138, 4.5318], [6.0993, -1.1064, 5.7793], [5.5055, -3.0828, 2.6235], [6.7260, -2.6631, 3.8366], [6.2585, -1.4834, 2.6053], [-1.3938, -1.1865, -2.9415], [-0.2356, -1.7744, -2.8888], [0.6823, -1.4085, -1.9373], [1.8626, -2.1214, -1.9563], [2.8012, -1.8717, -1.0903], [2.1429, -3.1564, -2.8970], [3.2729, -3.7812, -2.8600], [1.2013, -3.4899, -3.8488], [1.4408, -4.4424, -4.7261], [0.0024, -2.8035, -3.8530], [-0.8998, -3.1055, -4.7244], [3.4361, 2.6656, -5.5094], [2.8826, 3.3693, -4.3119], [2.7869, 4.7592, -4.2505], [2.2438, 5.2905, -3.0911], [1.8302, 4.5312, -2.0916], [1.9877, 3.2192, -2.2197], [1.5379, 2.2968, -0.8156], [2.4898, 2.6180, -3.2894], [3.8839, 3.3662, -6.2105], [2.6360, 2.1231, -6.0168], [4.1757, 1.9286, -5.1992], [3.1218, 5.3853, -5.0642], [2.1208, 6.3598, -2.9571]], "forces_ev_per_angstrom": [[0.584, 0.645, -0.150], [-0.084, 0.050, 0.004], [0.014, -0.093, 0.069], [0.092, 0.049, 0.003], [-0.007, 0.024, -0.049], [-0.014, 0.046, -0.102], [-0.004, 0.001, -0.005], [-0.024, -0.087, 0.068], [0.037, 0.221, -0.070], [-0.378, -0.187, 0.077], [0.093, 0.068, 0.018], [0.367, 0.287, 0.011], [-0.139, -0.088, 0.029], [0.037, 0.055, 0.014], [-0.100, -0.032, -0.042], [0.147, -0.062, 0.172], [-0.158, 0.035, 0.028], [0.085, -0.054, 0.009], [-0.002, 0.082, -0.086], [-0.053, -0.017, -0.038], [-0.076, 0.018, 0.042], [0.024, -0.009, 0.000], [0.005, -0.016, 0.021], [0.016, -0.026, 0.011], [-0.016, 0.003, 0.002], [-0.030, 0.007, 0.000], [-0.024, -0.012, -0.020], [0.025, -0.005, 0.013], [0.008, 0.003, 0.020], [-0.008, 0.010, 0.003], [0.013, -0.021, -0.025], [-0.003, -0.009, 0.006], [-0.043, -0.047, -0.022], [0.041, 0.018, -0.015], [0.007, -0.002, -0.013], [-0.001, 0.048, -0.064], [-0.002, -0.039, 0.023], [0.003, -0.005, 0.000], [-0.019, -0.025, 0.043], [0.008, -0.013, 0.021], [-0.006, 0.014, 0.008], [0.014, 0.018, 0.002], [0.029, -0.005, -0.005], [-0.004, -0.008, 0.001], [0.039, -0.011, 0.001], [-0.565, 0.099, -0.268], [0.742, 0.313, 0.774], [-0.076, 0.252, -0.084], [-0.704, 0.532, -0.032], [0.394, -0.124, 0.127], [-0.341, -0.312, -0.585], [0.504, -0.218, 0.088], [0.318, -0.077, 0.097], [-0.022, -0.084, -0.098], [0.243, -0.235, -0.069], [-0.417, -0.020, -0.301], [-0.063, -0.100, -0.021], [0.035, 0.527, -0.036], [-0.039, -0.191, 0.140], [0.120, 0.048, -0.344], [-0.251, -0.150, 0.731], [0.151, 0.484, -1.227], [-0.537, -0.825, 0.947], [-0.052, -0.809, 0.227], [0.014, -0.024, -0.016], [0.001, 0.029, -0.021], [0.034, 0.035, 0.002], [-0.015, 0.022, 0.004], [0.032, -0.005, -0.045]]}

***

| no. | F_max (eV/Å) |
| --- | --- |
| 1 | 5.93 |
| 2 | 4.60 |
| 3 | 1.37 |